Entry 1:
Molecular formula: C2H2S4
Method: DFT, ωB97M-V/def2-TZVPD

Computed properties:
* orbital gap: 0.274 hartree
* highest occupied orbital energy: -8.85 eV

Each line ends with the natural charge from an NBO analysis.
Atoms and positions in Å:
S1 -1.2789 -1.4666 1.1668  0.106
C1 -0.6004 -0.5663 0.0276  -0.398
S2 -1.3292 -0.0498 -1.4593  0.141
C2 0.6928 0.2254 0.0726  -0.389
S3 1.8345 0.0635 -1.0152  0.135
S4 0.9250 1.2400 1.5330  0.122
H1 -2.3901 -0.9386 -1.4979  0.149
H2 2.1463 1.4924 1.1725  0.135



Entry 2:
Molecular formula: C3H2FNOS2
Method: DFT, ωB97M-V/def2-TZVPD

Computed properties:
* orbital gap: 0.339 hartree
* highest occupied orbital energy: -8.73 eV

Each line ends with the natural charge from an NBO analysis.
Atoms and positions in Å:
F1 -1.3453 1.8465 -0.1068  -0.291
C1 -0.5773 0.7387 0.0125  0.554
O1 0.7968 0.8712 0.1107  -0.426
C2 1.2016 -0.3900 0.0411  0.368
S1 2.9562 -0.6616 -0.0607  0.035
N1 0.2859 -1.2971 0.0356  -0.466
C3 -0.9230 -0.5355 -0.0305  -0.146
S2 -2.5515 -1.2355 -0.0590  0.047
H1 3.3565 0.6930 -0.2849  0.168
H2 -3.1999 -0.0297 0.3421  0.158



Entry 3:
Molecular formula: C33H22ClF3IrN3O3
Method: DFT, ωB97M-V/def2-TZVPD

Computed properties:
* orbital gap (spin up / spin down): 0.170 / 0.169 hartree
* multiplicity: 2
* <S²>: 0.7537
* highest occupied orbital energy (spin up / spin down): -3.38 / -3.36 eV
* total charge: -1

Each line ends with the Löwdin spin population.
Atoms and positions in Å:
Ir1 -0.2907 0.1910 -0.1470  0.773
Cl1 6.5104 -2.4136 0.0718  0.000
C1 5.0259 -1.5009 -0.0506  0.001
C2 5.0858 -0.1064 -0.2388  -0.002
C3 3.9370 0.6176 -0.3309  0.001
C4 2.6373 0.0228 -0.2350  0.001
O1 1.6388 0.8195 -0.3101  0.017
C5 2.6004 -1.4010 -0.0604  0.001
C6 1.4188 -2.2044 0.0171  -0.005
N1 0.2077 -1.7680 -0.0870  0.013
C7 -0.9214 -2.6220 -0.0026  0.005
C8 -0.9076 -3.9930 0.0104  0.001
C9 -2.1113 -4.7230 0.0788  0.000
C10 -3.3190 -4.0862 0.1057  0.001
C11 -3.3728 -2.6745 0.0629  0.000
C12 -4.5868 -1.9419 0.0275  -0.001
C13 -4.5442 -0.5867 -0.0593  0.000
C14 -3.2961 0.0749 -0.0970  0.003
N2 -2.1585 -0.5743 -0.0501  0.014
C15 -2.1737 -1.9505 0.0185  0.005
C16 3.8192 -2.1208 0.0324  -0.002
H1 6.0512 0.3788 -0.3058  0.000
H2 3.9577 1.6901 -0.4734  0.000
H3 1.5869 -3.2692 0.1660  -0.001
H4 0.0265 -4.5346 -0.0418  0.000
H5 -2.0645 -5.8042 0.0922  0.000
H6 -4.2447 -4.6471 0.1418  0.000
H7 -5.5289 -2.4762 0.0551  0.000
H8 -5.4388 0.0178 -0.1045  0.000
H9 -3.2311 1.1536 -0.1603  0.000
H10 3.7790 -3.1953 0.1676  0.000
F1 -8.5993 4.6501 -0.6261  0.000
C17 -7.5137 4.6394 -1.4486  0.000
F2 -7.8520 3.7594 -2.4297  0.000
F3 -7.4845 5.8531 -2.0351  0.000
C18 -6.2569 4.2943 -0.7564  0.000
C19 -5.1533 5.1479 -0.7412  0.000
C20 -3.9922 4.8107 -0.0858  0.000
C21 -3.8392 3.5674 0.5889  0.000
C22 -5.0001 2.7298 0.5826  0.000
C23 -6.1544 3.0811 -0.0737  0.000
C24 -2.7046 3.2113 1.3211  -0.001
C25 -1.6015 2.6075 1.0292  0.001
H11 -5.2072 6.0988 -1.2569  0.000
H12 -3.1578 5.4984 -0.1004  0.000
H13 -4.9740 1.8240 1.1748  0.000
H14 -7.0089 2.4120 -0.0413  0.000
C26 0.5072 1.4375 4.1281  0.007
C27 -0.0854 1.3736 2.7387  0.008
O2 -0.7060 2.4267 2.3761  -0.001
O3 0.0762 0.3173 2.0943  0.095
H15 0.2868 2.3870 4.6071  0.001
H16 1.5852 1.2938 4.0531  0.000
H17 0.1043 0.6144 4.7183  0.000
N3 -0.8553 2.1724 -0.0327  0.006
C28 -0.5837 3.0645 -1.0625  0.006
C29 -0.3239 2.5889 -2.3545  0.024
C30 0.0125 3.4508 -3.3870  0.002
C31 0.0910 4.8196 -3.1750  0.001
C32 -0.1696 5.3051 -1.8964  0.000
C33 -0.4908 4.4514 -0.8586  0.001
H18 -0.3870 1.5204 -2.5384  0.026
H19 0.2034 3.0423 -4.3732  0.000
H20 0.3420 5.4946 -3.9834  0.000
H21 -0.1167 6.3715 -1.7050  0.000
H22 -0.6891 4.8424 0.1312  0.000



Entry 4:
Molecular formula: C2H3NS3
Method: DFT, ωB97M-V/def2-TZVPD

Computed properties:
* orbital gap: 0.273 hartree
* highest occupied orbital energy: -8.71 eV

Each line ends with the natural charge from an NBO analysis.
Atoms and positions in Å:
N1 -0.9735 0.5620 -0.9075  -0.748
C1 -0.4600 0.1025 0.2627  0.057
S1 -0.9809 0.4203 1.7961  -0.030
C2 0.8976 -0.6265 -0.1943  -0.391
S2 1.3558 -0.7942 -1.6950  0.083
S3 1.6857 -1.1297 1.3135  0.023
H1 -0.4899 0.3442 -1.7680  0.418
H2 -1.8198 1.2342 -0.8275  0.418
H3 0.7849 -0.1128 2.0200  0.170



Here are the calculated E_tot numbers, same order: -1670.10925; -1141.70895; -2524.90640; -1327.28217 (Eh).
Here are the calculated energy relative to the best compared isomer or geometry (same formula, charge and spin) numbers, same order: 0.3453; 0.7274; 1.3294; 0.9382 (eV).